[1]
72
Properties=species:S:1:pos:R:3:mulliken_charge:R:1 method="wB97M-V/def2-TZVPD" relative_energy_kcal_mol=20.4 charge=+3 homo_ha=-0.611
Ta 0.074 1.576 -0.711 0.397
C -1.071 -2.277 0.155 -0.809
C -0.416 -2.597 1.500 -0.828
C 0.411 -1.468 2.115 -1.144
Sb 1.687 -0.495 0.703 1.306
C 3.117 0.502 1.867 0.647
C 2.831 0.834 3.189 -0.370
C 3.788 1.494 3.948 -0.744
C 5.016 1.818 3.386 -0.593
C 5.298 1.481 2.068 -0.655
C 4.349 0.821 1.301 -0.693
C 2.714 -2.094 -0.193 1.033
C 3.655 -2.723 0.621 -0.528
C 4.334 -3.835 0.144 -0.737
C 4.077 -4.312 -1.134 -0.547
C 3.136 -3.686 -1.941 -0.893
C 2.449 -2.575 -1.472 -0.554
Sb -1.973 -0.343 0.049 1.242
C -3.470 -0.385 -1.413 0.720
C -4.142 0.794 -1.729 -0.628
C -5.194 0.748 -2.629 -0.781
C -5.566 -0.461 -3.205 -0.534
C -4.893 -1.631 -2.884 -0.722
C -3.837 -1.601 -1.983 -0.306
C -2.772 0.074 1.941 0.604
C -3.473 -0.948 2.576 -0.517
C -4.027 -0.713 3.827 -0.784
C -3.882 0.529 4.431 -0.514
C -3.190 1.547 3.789 -0.740
C -2.633 1.324 2.538 -0.236
H -1.840 -3.007 -0.096 0.553
H -0.339 -2.299 -0.657 0.323
H 0.219 -3.472 1.345 0.480
H -1.173 -2.893 2.228 0.480
H 1.082 -1.849 2.886 0.730
H -0.223 -0.708 2.578 0.521
H 1.886 0.562 3.648 0.421
H 3.581 1.742 4.980 0.461
H 5.762 2.327 3.982 0.433
H 6.263 1.721 1.642 0.448
H 4.587 0.539 0.280 0.427
H 3.878 -2.349 1.614 0.384
H 5.066 -4.325 0.771 0.438
H 4.612 -5.177 -1.503 0.426
H 2.936 -4.065 -2.934 0.439
H 1.701 -2.118 -2.108 0.353
H -3.878 1.737 -1.264 0.420
H -5.734 1.654 -2.872 0.443
H -6.393 -0.492 -3.903 0.435
H -5.193 -2.571 -3.327 0.439
H -3.324 -2.523 -1.740 0.328
H -3.611 -1.917 2.109 0.479
H -4.579 -1.498 4.325 0.439
H -4.319 0.707 5.404 0.428
H -3.097 2.518 4.257 0.444
H -2.121 2.135 2.033 0.296
Cl -0.397 3.753 0.391 -0.120
C 0.893 2.593 1.006 -0.921
H 0.626 2.310 2.023 0.643
H 1.860 3.093 0.975 0.585
F -0.521 4.944 -4.841 -0.199
C -0.334 3.799 -4.309 0.385
C 0.986 3.450 -3.657 0.481
F 1.211 3.770 -2.378 -0.295
C 1.915 2.859 -4.578 0.161
F 2.280 3.144 -5.767 -0.164
C 1.032 1.892 -4.021 0.139
Se 1.470 0.657 -2.544 -0.085
C -0.283 1.892 -4.797 0.584
F -0.413 1.192 -5.853 -0.212
C -1.209 2.737 -4.216 -0.237
F -1.259 2.135 -1.968 -0.306

[2]
26
Properties=species:S:1:pos:R:3:mulliken_charge:R:1 method="wB97M-V/def2-TZVPD" relative_energy_kcal_mol=65.2 charge=+1 homo_ha=-0.481
C -1.082 -2.237 -1.724 -0.636
C -1.294 -2.719 -0.393 -0.834
C -0.498 -0.933 -1.842 -0.528
C -0.991 -1.894 0.696 -0.453
C -0.037 -0.278 -0.699 0.716
C -0.293 -0.727 0.558 0.532
C 0.743 1.095 1.455 0.146
C 0.657 1.081 -0.949 0.586
C 2.095 1.106 -1.421 -1.169
C -0.169 2.294 -1.144 -1.076
C -0.400 -0.236 3.073 -1.040
N 0.039 0.045 1.686 0.113
Cl 1.296 2.301 2.577 -0.105
H -1.185 -2.897 -2.590 0.388
H -1.827 -3.541 -0.091 0.476
H -0.284 -0.628 -2.867 0.385
H -1.175 -2.365 1.621 0.226
H 2.643 1.622 -0.584 0.296
H 2.241 1.737 -2.339 0.420
H 2.336 -0.032 -1.552 0.359
H -0.764 2.617 -0.265 0.304
H -0.732 2.094 -2.042 0.373
H 0.450 3.261 -1.393 0.373
H -0.469 -1.272 3.351 0.301
H -1.415 0.180 3.123 0.437
H 0.116 0.324 3.757 0.411

[3]
18
Properties=species:S:1:pos:R:3:mulliken_charge:R:1 method="wB97M-V/def2-TZVPD" relative_energy_kcal_mol=8.5 homo_ha=-0.340
C -0.899 -3.033 -0.058 -1.230
C 0.113 -1.975 -0.537 -0.444
C 0.057 -0.723 0.318 -0.548
C 1.168 0.303 0.097 -0.570
S 0.855 1.858 1.110 -0.243
H -1.018 -3.788 -0.832 0.355
H -0.463 -3.518 0.817 0.313
H -1.863 -2.579 0.160 0.326
H -0.177 -1.685 -1.555 0.321
H 1.110 -2.411 -0.568 0.326
H 0.084 -1.047 1.367 0.380
H -0.903 -0.205 0.269 0.146
H 1.185 0.591 -0.950 0.359
H 2.125 -0.027 0.488 0.408
H -0.443 1.529 1.357 0.102
H -1.144 2.292 -1.484 0.310
H -2.056 1.221 -1.072 0.317
O -1.585 1.548 -1.874 -0.628

[4]
29
Properties=species:S:1:pos:R:3:mulliken_charge:R:1 method="wB97M-V/def2-TZVPD" spin_multiplicity=8 homo_ha="-0.258 / -0.257"
Gd -1.591 2.017 -1.958 1.154
Cl -0.948 -0.531 -0.964 -0.482
C -0.836 3.450 -3.632 -1.362
C -3.506 1.561 -3.183 -1.292
H -1.686 4.065 -3.987 0.308
H -0.100 4.117 -3.134 0.403
H -0.347 3.001 -4.515 0.296
H -3.857 2.527 -3.603 0.346
H -4.306 1.160 -2.523 0.373
H -3.431 0.852 -4.035 0.286
Hf 0.369 0.231 0.769 1.059
C 2.124 0.923 -0.315 -1.361
C -0.975 1.760 1.329 -1.046
H 2.057 2.003 -0.635 0.284
H 3.026 0.873 0.346 0.356
H 2.393 0.254 -1.141 0.349
H -2.067 1.559 1.483 0.303
H -0.747 2.807 1.595 0.356
C 1.776 -3.768 3.276 -0.356
C 1.175 -2.625 3.806 -0.588
C 0.630 -1.631 2.940 -0.453
C 0.679 -1.852 1.554 0.308
C 1.304 -2.992 1.022 -0.397
C 1.852 -3.968 1.884 -0.377
H 2.194 -4.530 3.954 0.323
H 1.091 -2.506 4.899 0.311
H 0.091 -0.746 3.316 0.265
H 1.329 -3.112 -0.067 0.308
H 2.307 -4.900 1.520 0.328

[5]
55
Properties=species:S:1:pos:R:3:mulliken_charge:R:1 method="wB97M-V/def2-TZVPD" charge=-1 homo_ha=-0.143
Cd 0.598 -0.754 -0.331 1.069
S 0.277 -2.887 1.010 -0.546
C -0.410 -3.933 -0.224 0.338
C -0.854 -5.188 0.218 -0.676
C -1.393 -6.133 -0.635 -0.492
C -1.531 -5.829 -1.982 -0.509
C -1.120 -4.590 -2.439 -0.660
C -0.541 -3.628 -1.600 0.285
S -0.025 -2.138 -2.381 -0.556
H -0.752 -5.410 1.274 0.371
H -1.703 -7.096 -0.246 0.332
H -1.956 -6.547 -2.674 0.335
H -1.232 -4.338 -3.487 0.373
C -3.789 2.258 2.070 -1.612
C -3.993 1.641 0.684 0.571
C -4.053 2.755 -0.363 -1.590
P -2.586 0.469 0.292 -0.270
C -3.101 -0.315 -1.330 1.307
C -4.581 -0.603 -1.568 -1.474
C -2.526 0.486 -2.505 -1.606
C -2.825 -0.922 1.527 1.203
C -4.243 -1.295 1.954 -1.456
C -1.958 -0.656 2.763 -1.551
H -4.535 3.039 2.247 0.450
H -2.798 2.713 2.142 0.346
H -3.883 1.520 2.865 0.267
H -4.932 1.080 0.671 0.449
H -3.073 3.224 -0.478 0.342
H -4.763 3.526 -0.052 0.454
H -4.367 2.383 -1.338 0.256
H -2.564 -1.267 -1.312 -0.251
H -5.176 0.313 -1.608 0.208
H -5.001 -1.253 -0.804 0.277
H -4.688 -1.112 -2.529 0.478
H -3.126 1.374 -2.722 0.345
H -2.500 -0.141 -3.397 0.392
H -1.503 0.804 -2.300 0.294
H -2.382 -1.781 1.016 -0.133
H -4.739 -0.485 2.494 0.219
H -4.190 -2.157 2.623 0.478
H -4.868 -1.574 1.108 0.267
H -2.373 0.140 3.386 0.320
H -0.946 -0.372 2.472 0.257
H -1.882 -1.564 3.365 0.409
F 6.889 -0.650 -0.178 -0.336
C 5.537 -0.512 -0.246 0.551
C 4.927 0.460 0.515 -0.615
C 3.541 0.584 0.452 0.278
C 2.754 -0.236 -0.358 -0.881
C 3.434 -1.198 -1.115 0.160
C 4.815 -1.348 -1.072 -0.872
H 5.528 1.099 1.150 0.380
H 3.080 1.357 1.057 0.343
H 2.873 -1.861 -1.766 0.287
H 5.322 -2.106 -1.656 0.396

[6]
48
Properties=species:S:1:pos:R:3:mulliken_charge:R:1 method="wB97M-V/def2-TZVPD" relative_energy_kcal_mol=49.8 spin_multiplicity=3 homo_ha="-0.180 / -0.225"
O -2.537 -2.029 1.204 -0.575
H -2.535 -3.046 1.061 0.315
Ti 0.414 0.193 -0.664 0.064
N 0.068 0.625 -2.691 0.387
N -0.394 2.083 -0.739 0.589
O -0.047 -0.289 -3.759 -0.539
O -0.676 2.729 0.510 -0.604
C -0.525 1.795 -3.021 0.172
C -0.690 2.688 -1.932 0.443
C -0.696 2.112 -4.464 -1.428
C -0.943 4.148 -1.998 -1.775
H -0.938 1.206 -5.033 0.401
H 0.265 2.516 -4.844 0.273
H -1.454 2.883 -4.691 0.363
H -0.460 4.701 -1.177 0.569
H -2.005 4.433 -2.019 0.261
H -0.475 4.510 -2.916 0.390
H -0.036 -1.189 -3.370 0.321
H -0.979 3.597 0.213 0.374
O 2.273 1.098 -0.644 -0.390
H 3.002 0.466 -0.763 0.342
H 2.350 1.846 -1.266 0.341
C -3.529 -0.242 1.531 -1.030
H -3.561 -0.244 2.649 0.300
H -3.931 -0.837 0.666 0.347
H -3.364 0.763 1.044 0.321
O -0.888 -1.074 -0.834 -0.794
H -1.949 -1.757 0.482 0.382
H -1.612 -1.139 -1.511 0.210
N 0.135 0.642 1.453 -0.030
C 0.699 -0.383 2.292 0.483
C 0.617 -0.360 3.673 -0.591
C 1.152 -1.438 4.420 -0.608
C 1.718 -2.542 3.778 -0.873
C 1.827 -2.573 2.351 0.384
C 2.324 -3.683 1.625 -0.828
C 2.321 -3.614 0.243 -0.608
C 1.892 -2.462 -0.409 -0.439
N 1.537 -1.353 0.261 0.060
C 1.415 -1.399 1.639 0.035
H -0.870 0.860 1.620 0.327
H 0.598 1.539 1.590 0.445
H 0.167 0.479 4.194 0.435
H 1.125 -1.398 5.519 0.339
H 2.135 -3.369 4.384 0.336
H 2.711 -4.552 2.166 0.366
H 2.625 -4.474 -0.335 0.396
H 1.725 -2.466 -1.485 0.342